Record 1
C3H9N2 | wB97M-V/def2-TZVPD

Last column: natural (NBO) charge in e.
Element x y z (Å)
C 0.963 2.650 0.156  0.01
N -0.152 2.189 0.630  -0.72
H 1.355 2.234 -0.774  0.17
H 1.545 3.445 0.628  0.18
H -0.615 2.944 1.145  0.38
C -0.819 -1.923 -0.178  -0.07
C 0.037 -2.519 -1.030  -0.32
N -0.403 -0.607 0.408  -0.71
H -1.825 -2.140 0.046  0.24
H -0.276 -3.412 -1.518  0.25
H 1.022 -2.085 -1.288  0.22
H 0.621 -0.596 0.653  0.45
H -0.551 0.216 -0.151  0.47
H -0.902 -0.396 1.271  0.45

Summary:
* HOMO energy: -14.38 eV
* net charge: +1
* LUMO: -3.31 eV
* energy above the lowest of the compared OMol25 structures with the same formula, charge and spin: 55.4 kcal/mol
* orbital gap: 0.40681 hartree
* 2S+1: 1



Record 2
H10O5 | wB97M-V/def2-TZVPD

Last column: natural (NBO) charge in e.
Element x y z (Å)
O -2.426 0.581 -0.497  -1.02
H -2.730 1.257 -1.102  0.43
H -1.471 0.620 -0.553  0.44
O 0.559 -1.469 1.017  -0.95
H -0.203 -1.891 0.619  0.48
H 0.494 -1.684 1.947  0.48
O 0.685 -1.009 -1.731  -0.89
H 1.604 -0.837 -1.936  0.49
H 0.693 -1.858 -1.288  0.49
O -0.316 0.603 -0.327  -0.96
H 0.201 0.640 0.477  0.49
H 0.128 -0.050 -0.868  0.46
O 0.592 1.805 1.245  -0.88
H 1.480 1.926 0.910  0.48
H 0.711 1.367 2.087  0.47

Summary:
* HOMO energy: -8.73 eV
* net charge: 0
* LUMO: 0.11 eV
* energy above the lowest of the compared OMol25 structures with the same formula, charge and spin: 85.2 kcal/mol
* orbital gap: 0.32489 hartree
* 2S+1: 1



Record 3
C26H25N5O8P2PbS | wB97M-V/def2-TZVPD

Last column: natural (NBO) charge in e.
Element x y z (Å)
Pb -0.012 -0.096 0.191  1.40
C 0.425 -3.817 -4.476  -0.28
C 0.983 -4.589 -3.465  -0.22
C 1.366 -4.010 -2.266  -0.28
C 1.199 -2.635 -2.042  0.26
C 0.635 -1.866 -3.069  -0.26
C 0.256 -2.454 -4.263  -0.19
N 1.481 -2.044 -0.823  -0.66
C 2.631 -2.208 -0.199  0.23
C 3.821 -2.735 -0.818  -0.28
C 4.995 -2.837 -0.139  -0.18
C 5.107 -2.456 1.220  -0.32
C 4.001 -1.971 1.857  -0.17
C 2.771 -1.834 1.184  0.04
N 1.649 -1.329 1.798  -0.17
N 1.635 -1.286 3.057  -0.26
C 0.448 -0.781 3.631  0.33
C 0.367 -0.872 5.019  -0.25
C -0.774 -0.412 5.646  -0.18
C -1.790 0.136 4.879  -0.28
C -1.616 0.194 3.502  0.09
N -0.529 -0.262 2.896  -0.45
H 0.119 -4.271 -5.411  0.19
H 1.111 -5.657 -3.607  0.19
H 1.782 -4.616 -1.471  0.21
H 0.508 -0.803 -2.908  0.24
H -0.179 -1.837 -5.041  0.20
H 3.766 -3.000 -1.865  0.21
H 5.877 -3.194 -0.660  0.19
H 6.061 -2.515 1.728  0.19
H 4.040 -1.642 2.887  0.22
H 1.197 -1.302 5.562  0.21
H -0.870 -0.477 6.724  0.20
H -2.699 0.513 5.327  0.21
H -2.374 0.624 2.864  0.23
N -4.392 0.593 -2.170  -0.74
C -4.272 0.812 -0.665  -0.62
C -5.576 1.371 -0.122  -0.65
P -3.926 -0.904 -0.078  2.35
O -5.377 -1.565 -0.603  -1.05
O -3.916 -1.024 1.400  -1.16
O -2.858 -1.412 -0.986  -1.15
P -2.959 2.174 -0.740  2.40
O -2.925 2.690 0.755  -1.05
O -3.686 3.087 -1.698  -1.19
O -1.656 1.599 -1.193  -1.17
H -5.267 0.130 -2.404  0.41
H -3.607 -0.030 -2.406  0.47
H -4.279 1.544 -2.573  0.47
H -6.422 0.734 -0.396  0.20
H -5.737 2.387 -0.484  0.23
H -5.510 1.393 0.964  0.25
H -5.681 -2.113 0.121  0.49
H -2.017 3.030 1.011  0.55
O -0.390 3.714 1.127  -0.76
C 0.602 2.967 0.977  0.80
O 0.767 1.835 1.513  -0.81
C 1.724 3.500 0.115  -0.18
C 2.058 4.841 0.279  -0.17
C 3.063 5.442 -0.460  -0.28
C 3.720 4.684 -1.423  -0.24
C 3.382 3.357 -1.610  -0.19
C 2.399 2.712 -0.837  -0.12
S 2.149 1.001 -1.162  -0.45
H 1.497 5.413 1.008  0.21
H 3.321 6.483 -0.300  0.19
H 4.493 5.132 -2.039  0.18
H 3.885 2.767 -2.367  0.20

Summary:
* HOMO energy: -1.73 eV
* net charge: -2
* LUMO: 4.15 eV
* energy above the lowest of the compared OMol25 structures with the same formula, charge and spin: 23.1 kcal/mol
* orbital gap: 0.21590 hartree
* 2S+1: 1



Record 4
C25H48P2Pr | wB97M-V/def2-TZVPD

Last column: Löwdin spin population.
Element x y z (Å)
Pr -0.037 -0.237 0.042  2.07
C 0.687 -1.395 -2.270  0.00
C 1.283 -0.099 -2.232  -0.01
C 2.413 -1.445 -0.727  -0.01
C 1.432 -2.240 -1.396  -0.01
C 2.351 -0.133 -1.259  -0.01
C -0.367 -1.810 -3.221  0.00
H -1.100 -1.008 -3.319  0.00
H -0.873 -2.706 -2.865  0.00
H 0.053 -2.011 -4.217  0.00
C 1.451 -3.721 -1.429  0.00
H 0.598 -4.093 -2.005  0.00
H 1.401 -4.095 -0.404  0.00
H 2.377 -4.111 -1.894  0.00
C 3.513 -1.949 0.131  0.00
H 4.450 -2.058 -0.436  0.00
H 3.251 -2.916 0.554  0.00
H 3.691 -1.236 0.939  0.00
C 3.387 0.902 -1.069  0.00
H 4.166 0.844 -1.845  0.00
H 3.872 0.762 -0.103  0.00
H 2.919 1.887 -1.095  0.00
C 1.012 0.960 -3.229  0.00
H 1.452 0.695 -4.211  0.00
H 1.409 1.929 -2.906  0.00
H -0.071 1.079 -3.370  0.00
C -2.168 2.035 0.179  0.00
C -2.035 1.922 -1.149  0.00
C -2.200 3.125 -2.038  0.00
C -1.067 4.199 -2.024  0.00
C 0.082 3.976 -1.076  0.00
C -0.083 4.122 0.234  0.00
C -1.437 4.478 0.804  0.00
C -2.522 3.362 0.798  0.00
H -3.139 3.667 -1.816  0.00
H -1.545 5.181 -1.837  0.00
H -2.292 2.784 -3.084  0.00
H -3.419 3.799 0.320  0.00
H -2.108 1.183 0.892  0.00
H -1.871 0.954 -1.671  0.00
H -2.804 3.191 1.852  0.00
H -1.300 4.765 1.860  0.00
H 0.708 3.964 0.978  0.00
H -1.863 5.361 0.290  0.00
H -0.659 4.231 -3.047  0.00
H 1.017 3.662 -1.558  0.00
P -2.047 -2.270 0.272  0.00
C -1.816 -4.016 -0.198  0.00
H -2.701 -4.611 0.024  0.00
H -0.971 -4.423 0.350  0.00
H -1.568 -4.106 -1.259  0.00
C -2.814 -2.336 1.925  0.00
H -3.633 -3.053 1.967  0.00
H -3.191 -1.350 2.209  0.00
H -2.068 -2.610 2.672  0.00
C -3.448 -1.827 -0.825  0.00
H -3.865 -0.854 -0.556  0.00
H -4.238 -2.580 -0.790  0.00
H -3.092 -1.744 -1.857  0.00
P 1.105 0.306 2.603  0.00
C 2.586 1.371 2.436  0.00
H 2.688 2.080 3.254  0.00
H 2.550 1.917 1.492  0.00
H 3.484 0.745 2.400  0.00
C -0.199 1.036 3.664  0.00
H -0.456 2.065 3.411  0.00
H 0.064 0.975 4.718  0.00
H -1.115 0.452 3.520  0.00
C 1.813 -0.902 3.783  0.00
H 2.254 -0.383 4.637  0.00
H 2.584 -1.477 3.264  0.00
H 1.042 -1.597 4.117  0.00
C 0.687 -2.956 1.746  -0.03
H 0.065 -2.797 2.627  0.00
H 1.748 -2.854 1.988  0.00
H 0.533 -3.954 1.337  0.00

Summary:
* HOMO energy (spin up / spin down): -9.18 / -9.24 eV
* net charge: +1
* LUMO (spin up / spin down): -2.71 / -2.60 eV
* orbital gap (spin up / spin down): 0.23783 / 0.24417 hartree
* 2S+1: 3



Record 5
C60H59AsF7O20V | wB97M-V/def2-TZVPD

Last column: Mulliken charge in e.
Element x y z (Å)
O -3.679 1.729 1.661  -0.58
V -4.230 0.907 0.451  1.05
O -5.656 1.421 0.081  -0.59
As -0.490 -0.061 0.592  1.45
F -0.578 0.350 2.228  -0.12
F -0.545 1.620 0.168  -0.68
F -0.320 -0.391 -1.079  -0.50
F -0.507 -1.693 1.037  -0.41
F -2.254 -0.100 0.467  0.07
F 1.229 0.032 0.695  -0.66
F -1.976 -5.741 1.534  -0.35
C -0.681 -5.949 1.202  -0.16
C -0.274 -7.201 0.809  -0.40
C 1.015 -7.365 0.302  -0.58
C 1.891 -6.283 0.349  -0.52
C 1.482 -5.022 0.743  -0.32
C 0.163 -4.845 1.163  0.01
H -0.936 -8.059 0.856  0.43
H 1.306 -8.344 -0.045  0.41
H 2.907 -6.401 -0.018  0.39
H 2.220 -4.238 0.857  0.43
H -0.241 -3.910 1.542  0.68
C -1.875 5.183 0.384  -0.10
C -0.713 5.887 0.638  -0.17
C -0.742 7.252 0.912  0.71
C -1.945 7.949 0.882  -0.91
C -3.113 7.235 0.602  -0.70
C -3.077 5.876 0.317  0.22
O -4.196 5.173 -0.061  -0.38
O 0.479 7.869 1.124  -0.52
H -1.901 4.114 0.272  0.24
H 0.220 5.334 0.606  0.35
H -2.033 8.977 1.211  0.32
H -4.061 7.762 0.685  0.31
H -4.979 5.732 -0.073  0.24
H 0.414 8.826 1.180  0.25
C 2.658 0.523 5.259  -0.45
C 1.408 0.695 4.691  -0.07
C 0.288 0.582 5.481  -0.16
C 0.398 0.181 6.810  -0.43
C 1.637 -0.068 7.354  -0.68
C 2.758 0.065 6.565  0.70
O 3.989 -0.115 7.162  -0.59
O -0.974 0.752 4.996  -0.65
H 3.566 0.513 4.664  0.19
H 1.345 1.068 3.675  0.54
H -0.495 0.192 7.424  0.42
H 1.800 -0.210 8.415  0.46
H 4.583 0.549 6.796  0.32
H -0.952 0.837 4.030  0.31
C -3.303 0.753 -4.490  -1.10
C -2.902 0.859 -3.159  -0.01
C -3.328 1.948 -2.418  -0.16
C -4.177 2.907 -2.937  -0.25
C -4.646 2.751 -4.229  -0.64
C -4.118 1.739 -5.032  0.56
O -4.462 1.725 -6.367  -0.58
O -2.934 2.005 -1.066  1.48
H -2.793 0.026 -5.113  0.41
H -2.208 0.117 -2.782  0.75
H -4.564 3.656 -2.254  0.41
H -5.401 3.380 -4.682  0.44
H -3.681 1.603 -6.915  0.34
H -2.149 2.557 -0.930  -0.74
C 5.237 -1.888 1.575  -0.41
C 5.780 -3.158 1.536  -0.76
C 5.908 -3.793 0.316  0.98
C 5.345 -3.261 -0.837  -0.76
C 4.708 -2.038 -0.762  -0.35
C 4.627 -1.364 0.441  -0.01
O 3.905 -0.164 0.492  -0.07
O 6.616 -4.938 0.293  -0.56
H 5.192 -1.293 2.482  0.55
H 6.326 -3.606 2.360  0.45
H 5.633 -3.702 -1.787  0.33
H 4.144 -1.686 -1.619  0.49
H 2.986 -0.341 0.762  0.06
H 6.701 -5.240 -0.617  0.29
C 3.115 4.407 -3.614  -0.67
C 1.883 4.381 -2.957  -0.38
C 1.371 3.185 -2.532  -0.10
C 2.061 2.000 -2.760  -0.09
C 3.287 2.028 -3.422  -0.56
C 3.811 3.231 -3.849  0.58
O 5.013 3.194 -4.545  -0.60
O 0.122 3.173 -1.939  -0.16
H 3.521 5.369 -3.911  0.29
H 1.424 5.311 -2.646  0.48
H 1.729 1.085 -2.280  0.49
H 3.927 1.155 -3.419  0.33
H 5.529 3.989 -4.380  0.32
H 0.124 2.523 -1.215  -0.15
C 2.384 -3.816 6.309  -0.53
C 1.238 -3.375 5.686  -0.68
C 1.286 -2.836 4.401  -0.10
C 2.477 -2.760 3.728  0.46
C 3.640 -3.135 4.366  -0.82
C 3.589 -3.650 5.657  0.09
O 4.774 -4.063 6.298  -0.58
O 0.163 -2.320 3.865  -0.26
H 2.406 -4.187 7.325  0.41
H 0.295 -3.515 6.206  0.38
H 2.497 -2.425 2.696  0.54
H 4.625 -2.999 3.946  0.34
H 5.155 -4.740 5.726  0.34
H -0.520 -2.160 4.522  0.28
C -2.600 -4.754 -2.957  -0.65
C -2.934 -5.426 -4.117  -0.60
C -3.465 -4.719 -5.174  0.07
C -3.615 -3.347 -5.082  -0.54
C -3.239 -2.674 -3.935  1.11
C -2.772 -3.392 -2.861  -0.58
O -2.327 -2.666 -1.770  0.15
O -3.759 -5.393 -6.364  -0.56
H -2.224 -5.334 -2.135  0.59
H -2.641 -6.460 -4.241  0.43
H -4.100 -2.807 -5.888  0.50
H -3.320 -1.595 -3.888  -0.37
H -1.590 -3.097 -1.311  -0.03
H -3.146 -5.076 -7.037  0.33
C -6.271 -0.297 -2.344  -0.30
C -7.382 -0.719 -3.055  -0.71
C -7.737 -2.068 -3.123  0.84
C -6.968 -3.030 -2.475  -0.71
C -5.834 -2.611 -1.782  -0.26
C -5.514 -1.272 -1.703  0.00
O -4.329 -0.897 -1.020  0.28
O -8.884 -2.476 -3.767  -0.57
H -5.921 0.722 -2.268  0.40
H -7.936 -0.012 -3.668  0.26
H -7.189 -4.086 -2.513  0.47
H -5.266 -3.354 -1.234  0.47
H -3.644 -1.591 -1.147  -0.15
H -9.297 -1.798 -4.307  0.29
C 3.449 3.337 0.596  0.10
C 2.987 4.559 1.045  -0.54
C 3.623 5.733 0.666  0.28
C 4.759 5.680 -0.115  -0.68
C 5.282 4.441 -0.468  -0.32
C 4.627 3.267 -0.148  0.02
O 5.112 2.068 -0.577  -0.53
O 3.187 6.960 1.079  -0.61
H 2.802 2.470 0.678  0.31
H 2.084 4.579 1.648  0.69
H 5.272 6.609 -0.324  0.45
H 6.154 4.449 -1.117  0.43
H 4.635 1.312 -0.171  0.35
H 2.234 6.976 1.262  0.29

Summary:
* HOMO energy: -7.30 eV
* net charge: 0
* LUMO: -2.15 eV
* orbital gap: 0.18927 hartree
* 2S+1: 1



Record 6
C24H50N2O9PSi3Ti | wB97M-V/def2-TZVPD

Last column: Löwdin spin population.
Element x y z (Å)
Ti 0.919 -0.207 0.188  0.97
C 1.618 -0.685 3.419  0.00
O 0.920 -1.041 2.239  0.00
Si -0.347 -2.144 1.963  0.00
C -0.195 -3.661 3.069  0.00
C -1.910 -1.275 2.559  0.00
C -0.134 -2.252 0.158  0.01
Si -1.705 -2.480 -0.797  0.00
C -2.814 -3.872 -0.134  0.00
C -1.405 -2.894 -2.618  0.00
C -2.851 -0.964 -0.763  0.00
Si 1.161 -3.535 -0.307  0.00
C 2.657 -3.583 0.850  0.00
C 1.845 -3.304 -2.060  0.00
C 0.504 -5.316 -0.267  0.00
H 1.931 -1.588 3.951  0.00
H 0.990 -0.071 4.068  0.00
H 2.491 -0.106 3.131  0.00
H -0.408 -3.402 4.110  0.00
H 0.770 -4.165 3.032  0.00
H -0.958 -4.378 2.752  0.00
H -1.800 -1.014 3.617  0.00
H -2.784 -1.928 2.472  0.00
H -2.100 -0.360 1.999  0.00
H -2.336 -4.853 -0.146  0.00
H -3.725 -3.932 -0.738  0.00
H -3.125 -3.667 0.896  0.00
H -1.013 -3.905 -2.752  0.00
H -0.691 -2.212 -3.082  0.00
H -2.351 -2.831 -3.164  0.00
H -3.574 -1.048 0.054  0.00
H -3.422 -0.924 -1.696  0.00
H -2.321 -0.018 -0.640  0.00
H 3.122 -2.610 0.998  0.00
H 3.394 -4.231 0.363  0.00
H 2.437 -4.029 1.823  0.00
H 1.645 -2.326 -2.493  0.00
H 1.431 -4.057 -2.736  0.00
H 2.931 -3.429 -2.050  0.00
H 0.073 -5.589 0.700  0.00
H 1.345 -5.989 -0.459  0.00
H -0.245 -5.508 -1.039  0.00
C -0.786 0.806 -3.210  0.00
C 0.662 0.512 -3.039  -0.02
N 1.243 0.194 -1.906  0.05
C 2.613 0.038 -2.167  0.15
C 2.838 0.273 -3.539  0.19
N 1.561 0.575 -4.039  0.08
C 3.965 0.264 -4.401  0.11
O 5.154 -0.045 -3.844  0.04
O 3.878 0.521 -5.605  0.11
C 3.459 -0.339 -1.105  0.13
O 4.682 -0.540 -1.199  0.13
O 2.796 -0.471 0.067  0.02
H -1.263 0.839 -2.233  0.00
H -1.276 0.040 -3.815  0.00
H -0.930 1.769 -3.704  0.00
H 1.400 0.782 -5.010  0.00
H 5.045 -0.244 -2.880  0.00
C -3.158 2.569 1.231  0.00
C -2.429 2.930 2.515  0.00
C -2.329 4.438 2.694  0.00
C -3.104 2.286 3.717  0.00
O -1.081 2.385 2.532  0.00
P -0.075 2.220 1.324  0.00
O 1.272 1.799 1.781  0.01
O -0.605 1.144 0.348  0.00
O -0.159 3.644 0.633  0.00
C 0.745 4.271 -0.326  0.00
C 2.007 3.460 -0.560  0.00
C 1.076 5.627 0.276  0.00
C -0.063 4.402 -1.607  0.00
H -4.185 2.934 1.294  0.00
H -3.181 1.489 1.081  0.00
H -2.683 3.026 0.362  0.00
H -3.332 4.864 2.778  0.00
H -1.822 4.895 1.846  0.00
H -1.776 4.672 3.604  0.00
H -4.113 2.683 3.841  0.00
H -2.531 2.496 4.621  0.00
H -3.163 1.206 3.584  0.00
H 2.577 3.321 0.357  0.00
H 2.625 3.988 -1.288  0.00
H 1.779 2.482 -0.981  0.00
H 1.600 5.494 1.223  0.00
H 0.165 6.200 0.454  0.00
H 1.718 6.192 -0.402  0.00
H -0.327 3.411 -1.978  0.00
H 0.520 4.916 -2.374  0.00
H -0.979 4.966 -1.426  0.00

Summary:
* HOMO energy (spin up / spin down): -2.05 / -5.56 eV
* net charge: -1
* LUMO (spin up / spin down): 2.28 / 2.28 eV
* energy above the lowest of the compared OMol25 structures with the same formula, charge and spin: 2.4 kcal/mol
* orbital gap (spin up / spin down): 0.15916 / 0.28814 hartree
* 2S+1: 3



| no. | strongest force on any atom (hartree/bohr) |
| --- | --- |
| 1 | 0.05845 |
| 2 | 0.11446 |
| 3 | 0.01317 |
| 4 | 0.04408 |
| 5 | 0.05559 |
| 6 | 0.01660 |